(1)
94
Properties=species:S:1:pos:R:3:mulliken_spin:R:1 method="wB97M-V/def2-TZVPD" energy_ha=-3372.60755 homo_lumo_gap_ha="0.206 / 0.279" multiplicity=4 homo_ev="-5.42 / -7.41" e_lumo_ev="0.191 / 0.183"
Ni -11.906 -17.902 23.345 3.1074
C -11.082 -18.395 19.138 0.0000
C -12.156 -17.432 19.902 0.0213
C -13.557 -17.884 19.487 0.0014
O -11.944 -17.505 21.295 -0.0631
H -10.026 -18.223 19.345 0.0001
H -11.161 -18.500 18.056 0.0028
H -11.204 -19.466 19.305 0.0014
H -11.981 -16.405 19.580 0.0000
H -13.718 -18.956 19.599 -0.0038
H -13.682 -17.811 18.406 -0.0004
H -14.468 -17.436 19.883 0.0064
C -17.296 -20.946 16.739 0.0000
O -15.916 -21.246 16.691 0.0000
C -14.976 -20.201 16.643 0.0000
C -13.505 -20.520 16.969 -0.0050
O -12.635 -20.602 15.896 0.0002
C -12.993 -21.641 14.907 0.0000
C -13.328 -23.059 15.524 -0.0001
O -13.319 -24.060 14.451 0.0000
C -14.304 -23.897 13.489 0.0000
H -17.394 -20.705 17.798 0.0000
H -17.974 -21.780 16.559 0.0000
H -17.681 -20.140 16.115 0.0000
H -15.469 -19.519 17.335 0.0001
H -15.094 -19.758 15.654 0.0000
H -13.544 -21.508 17.428 0.0003
H -13.039 -19.827 17.669 0.0036
H -12.207 -21.642 14.151 0.0000
H -13.841 -21.227 14.360 0.0000
H -14.364 -22.995 15.856 0.0000
H -12.581 -23.200 16.306 0.0000
H -15.301 -24.088 13.887 0.0000
H -14.103 -24.756 12.849 0.0000
H -14.296 -22.969 12.916 0.0000
C -5.284 -24.320 15.180 0.0000
O -5.635 -23.509 14.061 0.0000
C -4.952 -22.242 13.981 0.0000
C -5.267 -21.243 15.060 0.0000
O -6.591 -20.680 14.988 0.0000
C -6.884 -19.883 13.821 -0.0001
C -8.306 -19.283 13.984 0.0002
O -8.439 -18.071 14.723 0.0000
C -8.220 -18.212 16.179 0.0000
H -5.346 -25.375 14.913 0.0000
H -6.069 -24.181 15.923 0.0000
H -4.327 -24.049 15.627 0.0000
H -5.345 -21.891 13.027 0.0000
H -3.872 -22.382 13.932 0.0000
H -4.526 -20.446 14.993 0.0000
H -4.961 -21.794 15.949 0.0000
H -6.909 -20.544 12.955 0.0000
H -6.142 -19.087 13.754 0.0000
H -9.054 -20.027 14.257 0.0000
H -8.660 -19.111 12.968 0.0000
H -9.206 -18.541 16.508 0.0000
H -8.172 -17.148 16.412 0.0001
H -7.569 -19.015 16.525 0.0000
C -11.864 -20.758 21.786 0.0203
O -12.215 -19.928 22.669 -0.0527
N -12.634 -21.591 21.085 -0.0085
C -12.044 -22.254 19.824 0.0010
C -14.036 -21.629 21.338 0.0003
H -10.834 -20.918 21.429 0.0003
H -11.765 -21.350 19.282 0.0011
H -12.854 -22.737 19.277 -0.0002
H -11.333 -22.992 20.193 -0.0004
H -14.513 -21.143 20.487 -0.0011
H -14.601 -22.553 21.462 0.0007
H -14.474 -20.949 22.069 0.0037
C -8.534 -18.097 23.914 0.0343
O -9.700 -18.020 23.448 -0.0706
N -7.494 -18.465 23.144 -0.0125
C -7.512 -18.692 21.612 -0.0016
C -6.129 -18.498 23.766 0.0002
H -8.227 -17.935 24.959 0.0101
H -7.052 -19.631 21.305 -0.0001
H -6.832 -17.914 21.266 0.0004
H -8.485 -18.650 21.121 0.0038
H -6.230 -18.388 24.845 -0.0003
H -5.724 -19.442 23.401 -0.0002
H -5.441 -17.711 23.455 0.0000
C -11.769 -14.358 14.607 0.0000
O -12.731 -13.611 14.436 0.0000
N -11.769 -15.313 15.521 0.0000
C -10.767 -16.460 15.403 0.0000
C -12.840 -15.319 16.482 0.0000
H -10.901 -14.408 13.930 0.0000
H -10.340 -16.670 16.384 0.0000
H -10.030 -16.144 14.665 0.0000
H -11.226 -17.336 14.945 0.0000
H -13.483 -16.059 16.005 0.0000
H -12.657 -15.523 17.537 -0.0005
H -13.556 -14.497 16.465 0.0000


(2)
95
Properties=species:S:1:pos:R:3:lowdin_charge:R:1 method="wB97M-V/def2-TZVPD" total_charge=+1 energy_ha=-2270.16231 homo_lumo_gap_ha=0.281 homo_ev=-11.38 e_lumo_ev=-3.723
C 1.643 -3.902 2.567 0.0640
C 0.499 -3.624 1.964 -0.0983
C -0.169 -2.313 1.951 -0.1646
C -1.301 -2.075 1.168 0.0405
C -1.921 -0.835 1.176 0.0134
C -1.396 0.162 1.945 -0.0039
N -0.293 -0.046 2.672 -0.0286
C 0.279 1.057 3.446 -0.0534
C 1.208 1.959 2.572 -0.2139
O 1.162 1.609 1.210 -0.2124
Si 2.474 0.801 0.518 0.4449
C 3.475 -0.228 1.744 -0.1349
C 1.725 -0.378 -0.728 -0.1388
C 3.636 1.930 -0.404 -0.1464
C 0.307 -1.251 2.698 0.0401
H 2.025 -4.909 2.558 0.0745
H 2.259 -3.171 3.068 0.0604
H 0.001 -4.400 1.403 0.1120
H -1.674 -2.881 0.559 0.1230
H -2.800 -0.684 0.574 0.1243
H -1.870 1.131 1.963 0.1430
H 0.862 0.631 4.255 0.1301
H -0.509 1.655 3.883 0.1333
H 0.806 2.967 2.655 0.1197
H 2.211 2.000 2.990 0.1144
H 4.504 0.125 1.744 0.0365
H 3.479 -1.265 1.417 0.0345
H 3.148 -0.168 2.782 0.0178
H 2.480 -0.852 -1.349 0.0402
H 1.089 0.210 -1.395 0.0395
H 1.063 -1.107 -0.269 0.0102
H 4.367 2.373 0.269 0.0381
H 4.201 1.290 -1.081 0.0228
H 3.117 2.678 -0.996 0.0392
H 1.179 -1.338 3.320 0.1316
C 8.492 0.573 -1.700 -0.2346
C 7.836 -0.385 -0.733 -0.2193
O 6.410 -0.282 -0.846 -0.0888
O 8.058 1.911 -1.454 -0.0698
H 9.576 0.544 -1.601 0.1313
H 8.220 0.303 -2.726 0.1072
H 8.080 -0.117 0.294 0.1252
H 8.155 -1.413 -0.921 0.1238
H 6.159 -0.656 -1.698 0.0936
H 7.122 1.848 -1.221 0.0760
C -6.582 0.053 2.672 -0.2266
C -5.143 0.537 2.661 -0.2233
O -4.835 1.181 1.414 -0.1004
O -6.806 -0.820 1.575 -0.0628
H -6.787 -0.491 3.593 0.1274
H -7.278 0.898 2.590 0.1255
H -4.463 -0.313 2.729 0.1080
H -4.944 1.224 3.489 0.1238
H -5.309 2.021 1.395 0.0997
H -6.360 -0.405 0.823 0.0440
C 7.830 4.114 -5.309 -0.2516
C 6.895 2.995 -4.903 -0.2354
O 7.644 1.867 -4.448 -0.0927
O 8.718 3.678 -6.325 -0.0618
H 7.270 4.964 -5.697 0.1210
H 8.416 4.441 -4.440 0.1194
H 6.322 2.654 -5.765 0.1226
H 6.204 3.327 -4.121 0.1159
H 8.041 2.105 -3.598 0.0495
H 8.955 2.768 -6.107 0.0767
C -6.090 -2.074 -2.616 -0.2268
C -7.002 -0.866 -2.587 -0.2142
O -6.512 0.082 -1.626 -0.0750
O -5.984 -2.646 -1.311 -0.0799
H -6.455 -2.840 -3.298 0.1253
H -5.088 -1.761 -2.942 0.1163
H -8.000 -1.148 -2.255 0.1295
H -7.067 -0.401 -3.573 0.1236
H -5.684 0.445 -1.958 0.0894
H -6.016 -1.952 -0.642 0.0518
C -3.617 -5.439 0.898 -0.2497
C -5.088 -5.632 1.152 -0.2307
O -5.663 -4.382 1.532 -0.0714
O -2.992 -4.899 2.058 -0.0865
H -3.126 -6.380 0.652 0.1230
H -3.482 -4.738 0.062 0.1086
H -5.246 -6.311 1.989 0.1280
H -5.589 -6.032 0.267 0.1262
H -5.660 -3.800 0.752 0.0655
H -3.640 -4.289 2.435 0.0756
C -2.429 4.338 0.428 -0.2445
C -2.793 3.116 -0.387 -0.2503
O -3.800 3.441 -1.346 -0.0629
O -3.579 4.856 1.078 -0.0591
H -1.695 4.087 1.196 0.1109
H -2.008 5.117 -0.221 0.1225
H -3.230 2.356 0.259 0.0814
H -1.915 2.700 -0.894 0.1212
H -3.405 4.000 -2.023 0.0964
H -4.305 4.775 0.446 0.0801


(3)
88
Properties=species:S:1:pos:R:3:lowdin_charge:R:1 method="wB97M-V/def2-TZVPD" relative_energy_kj_mol=0.0 energy_ha=-1549.89341 smiles="C=CCOC(=O)OCCC(C)C.CC(C)O.CC(C)O.CC(C)O.CC(C)O.CC(C)O" homo_lumo_gap_ha=0.381 homo_ev=-9.83 e_lumo_ev=0.552
C 8.120 -1.123 -2.081 0.0209
C 7.693 0.148 -2.039 -0.1471
C 6.328 0.514 -2.529 -0.1599
O 5.398 0.795 -1.450 0.0055
C 4.250 1.369 -1.876 -0.6003
O 4.198 2.503 -2.256 0.1685
O 3.172 0.574 -1.842 0.0312
C 2.181 0.990 -0.879 -0.1477
C 0.817 1.210 -1.513 -0.1489
C 0.412 0.177 -2.558 -0.4129
C 0.307 -1.253 -2.044 -0.0654
C -0.964 0.622 -3.105 -0.0744
H 9.148 -1.385 -2.303 0.0581
H 7.403 -1.926 -1.937 0.0677
H 8.370 0.914 -1.671 0.1018
H 5.936 -0.326 -3.105 0.1286
H 6.429 1.396 -3.163 0.1322
H 2.100 0.285 -0.050 0.1177
H 2.507 1.933 -0.432 0.1245
H 0.796 2.195 -1.986 0.1258
H 0.074 1.190 -0.712 0.1134
H 1.100 0.162 -3.407 0.1320
H -0.420 -1.379 -1.241 0.0521
H 1.275 -1.638 -1.709 0.0796
H -0.009 -1.919 -2.851 0.0832
H -0.810 1.404 -3.854 0.0786
H -1.506 -0.202 -3.567 0.0697
H -1.554 1.048 -2.290 0.0628
C -1.001 -2.726 2.245 -0.0489
C 0.223 -1.990 1.734 -0.4865
C 1.332 -1.951 2.774 -0.0518
O -0.142 -0.659 1.356 -0.0673
H -1.402 -2.214 3.123 0.0687
H -1.783 -2.734 1.484 0.0643
H -0.771 -3.757 2.517 0.0841
H 0.591 -2.472 0.827 0.1311
H 0.991 -1.431 3.673 0.0796
H 2.199 -1.411 2.391 0.0735
H 1.645 -2.958 3.055 0.0819
H -0.473 -0.216 2.147 0.0792
C -4.368 0.573 -0.797 -0.0542
C -4.180 -0.853 -0.299 -0.4866
C -4.193 -0.917 1.222 -0.0597
O -2.961 -1.387 -0.811 -0.0657
H -3.552 1.209 -0.441 0.0793
H -4.353 0.602 -1.887 0.0669
H -5.312 0.995 -0.449 0.0804
H -4.975 -1.485 -0.698 0.1336
H -3.372 -0.324 1.637 0.0688
H -4.057 -1.943 1.563 0.0790
H -5.134 -0.537 1.625 0.0817
H -2.240 -0.841 -0.472 0.0547
C -3.671 1.916 4.177 -0.0559
C -3.597 0.488 4.694 -0.4983
C -3.740 0.432 6.206 -0.0588
O -2.366 -0.118 4.293 -0.0721
H -2.859 2.516 4.598 0.0832
H -3.567 1.936 3.092 0.0707
H -4.618 2.386 4.444 0.0825
H -4.383 -0.108 4.230 0.1299
H -2.930 0.988 6.686 0.0821
H -3.685 -0.598 6.558 0.0805
H -4.690 0.860 6.530 0.0814
H -1.647 0.386 4.690 0.0885
C 6.662 2.987 2.086 -0.0576
C 5.463 2.259 2.674 -0.4957
C 5.863 0.917 3.269 -0.0607
O 4.462 2.076 1.675 -0.0572
H 7.104 2.396 1.278 0.0765
H 6.358 3.944 1.663 0.0807
H 7.428 3.166 2.842 0.0788
H 5.002 2.878 3.445 0.1361
H 6.285 0.270 2.494 0.0811
H 4.993 0.409 3.684 0.0746
H 6.607 1.038 4.058 0.0784
H 4.849 1.534 0.976 0.0667
C -4.851 -0.147 -5.594 -0.0594
C -5.865 -0.915 -4.760 -0.5024
C -5.225 -2.110 -4.073 -0.0584
O -6.959 -1.335 -5.576 -0.0548
H -4.443 -0.788 -6.381 0.0814
H -5.323 0.708 -6.079 0.0794
H -4.023 0.213 -4.981 0.0681
H -6.295 -0.250 -4.009 0.1337
H -4.828 -2.812 -4.811 0.0818
H -5.961 -2.649 -3.476 0.0803
H -4.407 -1.797 -3.419 0.0673
H -6.609 -1.925 -6.251 0.0839